[1]
Computed, not measured: the molecule C9H14O2Si, with ωB97M-V/def2-TZVPD.

The geometry in XYZ format:
```
26
C9H14O2Si (ωB97M-V/def2-TZVPD)
C -1.845 1.318 0.456
C -0.575 1.181 0.810
C -2.789 0.318 0.028
C 0.187 -0.072 1.060
C -4.085 0.452 -0.285
C 1.005 -0.715 -0.126
C 2.684 1.269 0.015
C 1.904 -1.841 0.455
C 1.770 0.395 -0.854
O 0.165 -0.573 2.197
O -2.358 -0.991 -0.268
Si -0.883 -1.453 -0.951
H -2.251 2.338 0.420
H 0.112 2.088 1.047
H -4.591 -0.320 -0.694
H -4.792 1.273 0.018
H 2.990 2.257 -0.337
H 3.575 0.771 0.069
H 2.218 1.521 0.963
H 2.672 -1.406 0.979
H 1.386 -2.354 1.264
H 2.286 -2.638 -0.396
H 2.369 -0.009 -1.626
H 1.037 1.020 -1.383
H -1.078 -0.981 -2.298
H -1.112 -2.851 -0.564
```

Orbital gap in hartree: 0.34594
Largest force on an atom in eV Å⁻¹: 4.337
Energy above the lowest of the compared OMol25 structures with the same formula, charge and spin in kcal/mol: 97.6
Charge: 0
E_HOMO in eV: -8.876
Structure (SMILES): C=C1C=CC(=O)[C@](C)(CC)[SiH2]O1


[2]
Computed, not measured: a structure of composition C30H47ClHoP2, with ωB97M-V/def2-TZVPD.

The geometry in XYZ format:
```
81
C30H47ClHoP2 (ωB97M-V/def2-TZVPD)
Ho 1.382 0.194 -0.245
C -0.647 -0.405 1.042
C -0.325 -1.569 0.270
C 1.413 -1.238 1.768
C 0.399 -0.249 2.023
C 0.967 -2.051 0.687
C -1.979 0.257 1.149
H -2.482 0.317 0.175
H -1.881 1.280 1.538
H -2.655 -0.288 1.838
C 0.207 0.434 3.329
H -0.560 1.218 3.274
H 1.143 0.896 3.673
H -0.117 -0.281 4.113
C 2.591 -1.460 2.649
H 2.310 -1.654 3.698
H 3.218 -0.558 2.639
H 3.189 -2.310 2.302
C 1.700 -3.213 0.115
H 1.661 -4.106 0.757
H 2.764 -2.969 -0.011
H 1.284 -3.499 -0.857
C -1.242 -2.268 -0.671
H -1.337 -3.335 -0.422
H -0.895 -2.222 -1.714
H -2.257 -1.860 -0.633
C -1.899 2.738 -3.117
C -2.771 1.924 -2.472
C -2.927 0.445 -2.728
C -2.528 -0.094 -4.162
C -1.156 -0.436 -4.547
C 0.075 -0.210 -3.783
C 0.067 1.070 -2.875
C -0.603 2.221 -3.654
H -4.010 0.239 -2.710
H -3.061 0.536 -4.913
H -2.550 -0.254 -1.948
H -0.873 1.786 -4.695
H -2.092 3.798 -3.296
H -3.431 2.354 -1.727
H 0.115 3.051 -3.764
H -0.496 0.875 -1.955
H 0.360 -1.092 -3.157
H 1.099 1.380 -2.589
H -3.088 -1.053 -4.232
H -1.109 -1.205 -5.311
P -0.132 2.047 -6.111
C -0.254 3.809 -6.315
C -1.191 1.030 -7.111
P 1.602 -0.154 -4.870
C 1.510 1.459 -5.795
C 1.361 -1.410 -6.176
C 3.276 -0.177 -4.226
H 0.666 4.290 -5.975
H -1.107 4.211 -5.764
H -0.380 4.030 -7.375
H -1.011 1.325 -8.152
H -2.248 1.187 -6.858
H -0.978 -0.036 -7.004
H 3.999 0.173 -4.979
H 3.572 -1.187 -3.928
H 3.360 0.478 -3.347
H 2.065 2.246 -5.237
H 1.995 1.377 -6.794
H 1.961 -2.300 -5.943
H 1.643 -1.070 -7.189
H 0.318 -1.740 -6.234
Cl 0.687 2.796 0.140
C 1.969 2.798 1.425
C 1.714 3.520 2.587
C 2.529 3.300 3.722
C 3.603 2.391 3.643
C 3.941 1.807 2.426
C 3.137 2.004 1.264
C 3.466 1.298 0.023
H 0.873 4.206 2.639
H 2.298 3.777 4.664
H 4.164 2.125 4.536
H 4.841 1.188 2.349
H 4.427 0.775 0.009
H 3.201 1.825 -0.917
```

Orbital gap (spin up / spin down) in hartree: 0.16064 / 0.16468
<S²>: 6.008
Largest force on an atom in eV Å⁻¹: 3.655
2S+1: 5
Charge: +1
E_HOMO (spin up / spin down) in eV: -7.336 / -7.365